Formula: C46H58AsF6O4Pt
Source: the OMol25 dataset
Level of theory: wB97M-V/def2-TZVPD

Structure (XYZ):
```
116
Properties=species:S:1:pos:R:3:mulliken_charge:R:1
Pt 0.360 1.136 -0.979 2.80
As 0.937 1.150 -5.193 2.10
F -0.087 -0.267 -5.139 -0.35
F 1.899 2.592 -5.041 -0.51
F 1.193 1.001 -6.890 -0.49
F -0.502 2.128 -5.404 -0.48
F 2.336 0.169 -4.829 -0.48
F 0.678 1.295 -3.325 -1.02
O 2.584 0.304 -1.154 -0.35
O 0.728 0.739 1.015 -0.95
O -1.413 2.519 -1.489 -0.41
O -0.694 -0.795 -0.614 -0.95
C -2.886 -2.483 -6.320 -1.55
C 2.276 5.120 5.150 -1.65
C 3.765 1.081 -1.234 -1.12
C -3.601 -4.237 -4.657 -1.69
C 1.904 -1.933 -0.884 0.13
C 4.569 4.434 4.520 -2.13
C 3.928 -4.699 2.349 -1.66
C -2.413 -3.431 -5.209 2.03
C 2.932 -0.824 1.017 -0.05
C -1.680 2.337 0.862 -0.08
C 2.586 3.760 3.085 0.12
C 3.393 6.098 3.106 -1.62
C -3.496 1.061 1.843 -0.46
C 2.079 -5.720 1.047 -2.11
C 1.537 -4.445 3.111 -1.65
C 3.260 2.588 2.764 -0.31
C 1.314 3.947 2.534 -0.69
C -0.588 3.380 1.029 -1.37
C -2.289 -0.947 -2.353 0.02
C -4.482 0.846 2.981 1.86
C 2.677 1.584 2.018 -0.58
C -3.675 0.459 0.610 -0.30
C -5.086 2.217 3.328 -1.63
C -1.851 -2.607 -4.075 0.22
C 3.510 0.342 1.780 -1.40
C -2.962 0.803 -0.534 0.70
C 2.377 -3.204 1.118 -0.43
C 1.856 -3.117 -0.164 -0.30
C -3.778 0.255 4.208 -1.73
C 2.472 -4.507 1.896 1.83
C -1.396 -4.408 -5.801 -2.02
C 2.526 -0.808 -0.323 0.06
C -2.681 -1.673 -3.448 -0.98
C 1.410 -1.910 -2.308 -0.93
C -0.994 -1.195 -1.779 1.08
C -2.417 1.936 1.962 -0.31
C -2.050 2.648 -2.748 -0.94
C -3.310 0.017 -1.776 -1.44
C -0.071 -1.986 -2.561 0.58
C -5.632 -0.091 2.593 -2.17
C 2.851 -2.034 1.694 -0.60
C 1.343 1.738 1.546 0.84
C 3.202 4.837 3.959 2.03
C -0.530 -2.703 -3.639 -0.70
C -2.034 1.852 -0.425 -0.40
C 0.697 3.001 1.746 0.16
H 1.826 -3.649 3.790 0.33
H 4.445 0.661 1.308 0.43
H -5.266 -1.093 2.388 0.41
H -1.029 -5.096 -5.044 0.40
H 4.271 2.431 3.106 0.62
H -1.018 4.232 1.564 0.62
H -0.557 -3.877 -6.240 0.40
H -4.418 -0.313 0.508 0.52
H 4.935 5.224 5.172 0.44
H -4.318 2.924 3.629 0.35
H -3.027 0.934 4.601 0.32
H 5.295 4.293 3.723 0.38
H -2.154 2.347 2.926 0.69
H 3.750 1.531 -2.231 0.34
H 1.560 -5.388 3.655 0.47
H -4.188 -0.590 -1.530 0.58
H -2.080 -1.807 -6.598 0.27
H 3.175 -2.048 2.723 0.46
H -6.339 -0.158 3.417 0.45
H -0.294 3.741 0.035 0.48
H 1.897 -2.714 -2.866 0.76
H -3.628 0.678 -2.584 0.53
H 0.517 -4.261 2.779 0.34
H 1.412 -3.974 -0.641 0.64
H -1.516 3.450 -3.260 0.34
H 4.030 5.869 2.254 0.37
H 4.496 3.521 5.106 0.43
H 1.301 5.477 4.834 0.31
H -3.190 -3.053 -7.196 0.47
H -3.296 -0.682 3.941 0.39
H 2.690 -5.781 0.150 0.41
H 2.445 6.470 2.729 0.33
H -5.604 2.629 2.463 0.35
H -4.051 -4.830 -5.450 0.47
H -1.962 1.742 -3.353 0.13
H 4.590 -4.725 1.485 0.38
H 1.030 -5.673 0.763 0.37
H -4.364 -3.584 -4.241 0.33
H -5.800 2.121 4.142 0.47
H 1.736 -0.969 -2.771 -0.21
H 2.724 5.875 5.792 0.46
H 0.797 4.879 2.713 0.49
H -3.676 -1.500 -3.830 0.61
H -1.874 -4.995 -6.582 0.45
H 3.864 6.883 3.693 0.46
H 4.257 -3.895 3.000 0.31
H 4.646 0.442 -1.139 0.34
H 0.175 -3.311 -4.180 0.57
H 3.794 1.875 -0.482 0.26
H 2.135 4.213 5.736 0.38
H 4.031 -5.636 2.893 0.46
H 2.229 -6.632 1.622 0.44
H -3.731 -1.882 -5.994 0.34
H -3.263 -4.910 -3.870 0.37
H -4.505 0.056 4.995 0.46
H 3.784 -0.031 2.772 0.67
H -6.167 0.282 1.724 0.40
H -3.097 2.931 -2.617 0.38
```

The total charge is 0. As for the expectation value of S²: 3.799. Its spin multiplicity is 4. The value obtained for the largest force on an atom is 1.8 eV/Å. As for the electronic energy: -5042.88151 hartree.